# C21H19Cl4N3O6OsSi

A molecular structure, C21H19Cl4N3O6OsSi (wB97M-V/def2-TZVPD, OMol25).

Positions of all 55 atoms, in Å:
Os1 -0.351314 0.714033 -0.051237
C1 2.682030 -0.064520 -2.038391
C2 2.738905 0.530723 -0.680494
N1 1.703993 0.852083 0.083029
C3 2.182285 1.394016 1.258911
C4 3.535415 1.396006 1.206537
N2 3.856255 0.857599 -0.017662
C5 4.643778 1.821901 2.106547
O1 4.309863 2.320489 3.271700
O2 5.777778 1.685750 1.710642
C6 1.208666 1.821842 2.297188
O3 1.647246 2.327699 3.332153
O4 -0.016169 1.603386 2.007898
H1 1.648199 -0.291313 -2.283771
H2 3.261379 -0.987100 -2.087177
H3 3.073842 0.632422 -2.780423
H4 4.814975 0.728693 -0.309990
H5 3.307453 2.337035 3.395031
Cl1 -4.121254 6.353556 -0.326095
C7 -3.602086 4.723129 -0.205897
C8 -4.547475 3.709858 0.104053
Cl2 -6.196023 4.123141 0.349284
C9 -4.142672 2.398963 0.203569
Cl3 -5.224467 1.112014 0.557014
C10 -2.789859 2.082200 0.011786
O5 -2.330256 0.846015 0.069477
C11 -1.852482 3.077527 -0.308968
O6 -0.614853 2.680070 -0.537512
C12 -2.273891 4.408544 -0.418277
Cl4 -1.094296 5.590909 -0.821807
C13 -2.629265 -2.841711 -1.009525
Si1 -1.241556 -1.842555 -1.699598
C14 -1.895541 -0.381069 -2.672850
C15 -0.193208 -2.771545 -2.931072
N3 -0.320081 -1.229986 -0.289318
C16 0.242403 -2.086001 0.704986
C17 0.584411 -3.410808 0.426830
C18 1.157534 -4.219047 1.399391
C19 1.401972 -3.730513 2.672917
C20 1.040730 -2.422981 2.968957
C21 0.461380 -1.616012 2.003709
H6 -3.265839 -3.259258 -1.795371
H7 -3.236991 -2.177283 -0.387929
H8 -2.269492 -3.662174 -0.383613
H9 -1.928356 -0.650412 -3.732857
H10 -1.278275 0.520714 -2.600693
H11 -2.904060 -0.106385 -2.353552
H12 -0.845672 -3.075197 -3.757783
H13 0.321197 -3.662937 -2.574425
H14 0.556404 -2.091772 -3.348350
H15 0.404665 -3.823772 -0.554243
H16 1.413184 -5.241927 1.151608
H17 1.855587 -4.360896 3.426364
H18 1.194742 -2.026202 3.964834
H19 0.139182 -0.616939 2.274474

Cartesian forces, eV/Å:
Os -0.98 0.93 0.05
C 0.03 0.02 0.03
C 0.05 0.05 0.10
N 0.01 -0.05 -0.11
C -0.17 -0.08 -0.21
C 0.16 0.00 -0.07
N 0.14 -0.07 0.00
C 0.02 -0.01 -0.07
O -0.22 -0.07 0.00
O -0.05 0.03 0.11
C -0.07 0.17 0.32
O 0.06 -0.10 -0.04
O 0.17 -0.06 -0.04
H -0.03 -0.01 -0.01
H 0.00 0.02 0.02
H -0.01 -0.01 0.01
H 0.01 0.03 -0.01
H 0.10 0.08 -0.08
Cl -0.02 0.08 -0.01
C -0.49 -0.30 0.13
C 0.26 0.65 -0.14
Cl -0.06 0.01 0.01
C 0.44 -0.37 -0.01
Cl -0.06 0.02 0.01
C -0.21 0.63 -0.01
O 0.88 -0.76 -0.01
C -0.47 0.14 0.02
O 0.36 -0.61 0.06
C 0.25 -0.26 -0.03
Cl -0.04 0.05 0.00
C -0.20 -0.18 0.10
Si 0.00 0.12 0.01
C -0.07 0.11 -0.03
C 0.19 -0.09 -0.10
N 0.22 -0.24 0.32
C -0.23 0.18 -0.26
C 0.04 -0.11 -0.04
C -0.03 0.01 -0.09
C 0.00 0.06 0.01
C 0.00 -0.01 0.01
C -0.04 0.11 0.05
H 0.05 0.04 0.06
H -0.02 -0.08 -0.01
H -0.06 0.03 -0.03
H -0.04 -0.02 0.05
H -0.02 -0.02 -0.09
H 0.10 0.00 0.00
H 0.05 0.04 0.06
H -0.02 0.03 -0.01
H 0.00 -0.09 -0.04
H 0.02 0.01 -0.02
H 0.00 0.02 0.00
H -0.02 0.01 -0.01
H 0.00 0.00 -0.02
H 0.02 -0.08 0.03

Its energy is -3648.39597 Ha. The lowest unoccupied orbital energy (spin up / spin down) comes out at -0.114 / -2.341 eV. Its expectation value of S² is 6.0220. Its spin multiplicity is 5. Its total charge is 0. For the max |F|, the calculation gives 1.353 eV Å⁻¹. For the relative energy (zero: lowest compared OMol25 entry of this formula, charge and spin), the calculation gives 6.1 kJ/mol.